{
  "formula": "C9H14NPS",
  "method": "the ωB97M-V functional and the def2-TZVPD basis",
  "homo_ha": [-0.1827, -0.3348],
  "total_charge": 0,
  "energy_ev": -31166.4306,
  "multiplicity": 3,
  "homo_lumo_gap_ev": [5.72, 7.24],
  "symbols": ["C", "C", "C", "C", "C", "C", "C", "C", "C", "N", "P", "S", "H", "H", "H", "H", "H", "H", "H", "H", "H", "H", "H", "H", "H", "H"],
  "positions_angstrom": [[1.9662, 0.1935, 0.3409], [0.8377, 1.3618, -1.8023], [0.7176, -0.2376, 0.1464], [-0.0268, 0.4143, -0.9397], [-0.6264, -1.0070, 0.4891], [-1.1887, -0.2097, -0.6400], [-0.3061, -1.6038, 2.9096], [-1.3941, 0.6695, 2.1630], [-1.1873, -0.8077, 1.9416], [-0.2274, 0.7550, -4.1223], [1.1741, 0.7186, -3.5032], [2.4023, 1.5165, -0.7739], [2.5937, -0.2124, 1.1177], [0.3898, 2.4082, -1.8383], [-0.4057, -2.0612, 0.1709], [-2.0158, -0.1341, -1.2724], [0.5924, -1.1558, 3.0906], [0.0298, -2.4635, 2.5197], [-0.6981, -1.6446, 3.8908], [-2.2810, 1.0693, 2.7904], [-1.6187, 1.1631, 1.1356], [-0.3755, 1.0403, 2.5837], [-2.0561, -1.3676, 1.9014], [-0.3036, 0.4914, -5.0899], [1.9140, -0.5494, -3.1913], [2.0937, 1.6527, -4.0178]],
  "forces_ev_per_a": [[4.229, 1.340, 0.908], [-0.648, 0.434, 1.528], [-6.662, 1.305, -4.339], [7.222, 0.389, 1.735], [1.705, -0.628, 0.633], [-2.975, -0.538, -0.410], [-1.919, 3.111, 0.272], [0.200, 2.193, 0.066], [1.589, -0.766, -1.413], [-0.823, -0.467, -0.874], [0.240, -0.141, 1.986], [-0.805, -1.323, 0.432], [0.655, 0.505, -0.171], [0.543, -1.259, -0.401], [-0.759, 0.529, 0.726], [-1.742, -0.689, -0.276], [2.662, 2.071, 0.257], [0.277, -3.764, -1.305], [-0.917, -0.669, 0.923], [1.600, -1.199, -0.501], [0.697, -0.667, 1.641], [-1.866, 0.022, -0.707], [-2.387, -0.729, 0.029], [-0.246, -0.043, -0.289], [-0.455, 1.335, -0.471], [0.586, -0.352, 0.021]],
  "mulliken_spin": [0.65, -0.01, 0.14, 0.19, 0.08, 0.62, 0.00, 0.02, -0.03, 0.00, 0.04, 0.20, 0.02, 0.03, -0.01, 0.03, 0.00, 0.00, 0.00, 0.00, -0.01, 0.01, 0.01, 0.00, 0.00, 0.00]
}